Record 1
C18H21NO2 | ωB97M-V/def2-TZVPD

Last column: Mulliken charge in e.
Element x y z (Å)
C 3.74 -0.75 -0.01  -0.5040
C 3.51 -1.99 0.57  -0.6713
C 2.75 -2.09 1.72  -0.1317
C 2.21 -0.96 2.31  0.2747
C 2.46 0.28 1.73  -0.1655
C 3.22 0.39 0.58  -0.4763
H 3.40 1.36 0.15  0.4025
H 2.06 1.18 2.20  0.4285
C 1.34 -1.08 3.54  -1.2292
H 1.08 -0.08 3.90  0.4271
H 1.91 -1.58 4.33  0.3706
C 0.06 -1.88 3.28  -0.9770
C -0.69 -1.43 2.02  -0.3931
N -1.12 -0.04 2.14  -0.2509
H -0.30 0.56 2.15  0.2718
C -2.05 0.40 1.14  -1.4424
C -1.58 0.36 -0.33  0.6888
C -0.33 1.20 -0.57  0.2073
H 0.52 0.83 0.00  -0.3934
O 0.07 1.13 -1.93  -0.4124
C -0.97 1.28 -2.81  0.4598
C -0.68 1.55 -4.14  -0.6690
C -1.70 1.73 -5.05  -0.4687
C -3.02 1.67 -4.64  -0.5034
C -3.32 1.38 -3.32  -0.6509
C -2.31 1.17 -2.40  0.4975
O -2.65 0.86 -1.11  -0.4074
H -4.34 1.31 -2.97  0.4190
H -3.82 1.83 -5.34  0.3824
H -1.47 1.94 -6.08  0.3823
H 0.35 1.60 -4.43  0.4123
H -0.54 2.24 -0.30  0.2947
H -1.37 -0.68 -0.63  0.2499
H -2.96 -0.21 1.21  0.3958
H -2.33 1.44 1.37  0.4255
H -0.05 -1.61 1.14  0.2016
H -1.59 -2.04 1.91  0.5599
H -0.60 -1.77 4.14  0.4392
H 0.30 -2.93 3.16  0.3828
H 2.58 -3.06 2.16  0.3751
H 3.92 -2.88 0.11  0.4057
H 4.33 -0.67 -0.91  0.3916

LUMO level in eV: 0.877
Relative energy (zero: lowest compared OMol25 entry of this formula, charge and spin) in eV: 1.009
2S+1: 1
HOMO level in Ha: -0.303
SMILES string: c1ccc(CCCNC[C@@H]2COc3ccccc3O2)cc1



Record 2
C32H59N5O2SbV | ωB97M-V/def2-TZVPD

Last column: Mulliken spin population.
Element x y z (Å)
V 0.60 1.51 0.70  1.5008
N -2.91 -0.20 -0.47  0.0007
C -2.76 0.34 0.88  0.0091
C -2.55 1.84 0.80  0.0276
N -1.38 2.12 -0.05  -0.0245
C -1.27 3.53 -0.45  -0.0357
C -0.54 4.34 0.61  0.0169
N 0.78 3.72 0.82  -0.0119
H -2.68 -1.18 -0.50  -0.0009
H -3.86 -0.09 -0.80  -0.0003
H -3.61 0.14 1.54  0.0011
H -1.88 -0.12 1.34  0.0001
H -3.44 2.33 0.38  0.0027
H -2.39 2.26 1.80  -0.0109
H -1.49 1.55 -0.90  0.0133
H -0.71 3.56 -1.39  0.0038
H -2.26 3.97 -0.64  0.0001
H -0.47 5.38 0.31  0.0011
H -1.09 4.30 1.55  0.0004
H 1.40 3.94 0.04  0.0037
H 1.23 4.09 1.65  0.0010
C -0.83 -1.43 6.94  -0.0057
C 0.17 -0.27 6.78  -0.0091
C 1.58 -0.76 7.13  -0.0061
C -0.22 0.84 7.75  0.0016
C 0.15 0.21 5.33  -0.0551
C -0.18 1.52 4.96  0.0131
C -0.15 1.88 3.64  -0.0542
N 0.16 1.04 2.64  -0.0401
C 0.44 -0.24 2.97  -0.0806
C 0.45 -0.66 4.30  0.0046
C 0.67 -1.14 1.84  -0.0715
C 0.98 -2.49 1.97  0.0007
C 1.11 -3.30 0.86  -0.0535
C 0.90 -2.69 -0.39  0.0246
C 0.64 -1.34 -0.46  -0.0852
N 0.54 -0.56 0.63  -0.0575
C 1.45 -4.77 1.01  -0.0074
C 0.38 -5.46 1.87  -0.0051
C 2.82 -4.89 1.70  -0.0058
C 1.52 -5.49 -0.34  0.0011
H -0.82 -1.78 7.97  -0.0008
H -0.57 -2.28 6.30  0.0004
H -1.84 -1.12 6.69  0.0008
H 1.61 -1.10 8.16  -0.0010
H 2.31 0.05 7.01  0.0010
H 1.89 -1.58 6.49  0.0002
H -0.20 0.45 8.77  0.0001
H -1.23 1.21 7.57  -0.0002
H 0.47 1.68 7.71  -0.0005
H -0.44 2.26 5.70  -0.0046
H -0.37 2.90 3.34  -0.0284
H 0.70 -1.69 4.53  0.0040
H 1.12 -2.91 2.96  0.0058
H 0.97 -3.25 -1.31  -0.0031
H 0.50 -0.83 -1.41  -0.0010
H 0.32 -5.02 2.87  0.0008
H 0.62 -6.52 1.99  -0.0010
H -0.60 -5.38 1.41  0.0006
H 2.81 -4.44 2.69  0.0008
H 3.60 -4.41 1.11  0.0008
H 3.08 -5.95 1.82  -0.0010
H 0.57 -5.46 -0.87  -0.0003
H 1.77 -6.54 -0.18  0.0001
H 2.29 -5.06 -0.98  -0.0004
C 1.71 -0.82 -4.05  0.0040
C 0.21 -0.72 -4.37  0.0014
C -0.07 -1.11 -5.82  0.0000
Sb -0.49 1.21 -3.68  0.0144
C -2.31 1.54 -4.82  0.0000
C -2.21 1.77 -6.33  0.0000
C -3.28 0.40 -4.49  0.0003
C 0.92 2.54 -4.64  -0.0006
C 1.34 2.23 -6.08  0.0001
C 0.40 3.96 -4.51  0.0002
H 2.07 -1.84 -4.22  -0.0001
H 1.94 -0.55 -3.02  -0.0033
H 2.29 -0.17 -4.70  -0.0002
H -0.32 -1.42 -3.72  -0.0013
H 0.39 -0.41 -6.52  0.0000
H -1.14 -1.16 -6.04  0.0000
H 0.35 -2.10 -6.02  0.0000
H -2.70 2.45 -4.36  0.0000
H -1.74 0.93 -6.84  0.0000
H -1.64 2.67 -6.57  0.0000
H -3.21 1.90 -6.75  0.0000
H -2.95 -0.55 -4.92  0.0000
H -4.27 0.61 -4.90  0.0000
H -3.38 0.26 -3.41  -0.0001
H 1.80 2.44 -4.00  0.0003
H 0.49 2.26 -6.77  0.0000
H 1.81 1.26 -6.18  0.0000
H 2.05 2.98 -6.42  0.0000
H -0.53 4.11 -5.08  0.0000
H 1.12 4.68 -4.90  0.0000
H 0.20 4.24 -3.47  0.0002
O 1.87 1.71 -1.04  -0.0049
C 2.86 1.46 -0.29  0.0070
O 2.69 1.32 0.95  0.0017
H 3.86 1.36 -0.73  0.0011

LUMO level (alpha / beta) in eV: -2.466 / -2.479
⟨S²⟩: 1.132
Relative energy (zero: lowest compared OMol25 entry of this formula, charge and spin) in eV: 0.000
2S+1: 2
HOMO level (alpha / beta) in Ha: -0.373 / -0.294
Total charge: +1



Record 3
C2H8N2O | ωB97M-V/def2-TZVPD

Last column: Mulliken charge in e.
Element x y z (Å)
C -0.99 0.73 2.18  -0.5576
O -1.38 -0.39 1.41  -0.4836
H -1.85 1.07 2.76  0.2346
H -0.16 0.48 2.85  0.2220
H -0.69 1.59 1.57  0.2585
N -0.50 -0.51 -1.52  -0.6093
C 0.72 -0.36 -1.88  0.0222
N 1.74 -0.53 -0.99  -0.4089
H -1.01 -0.24 0.51  0.3532
H -1.08 -0.28 -2.32  0.1847
H 0.98 0.10 -2.84  0.3051
H 2.67 -0.34 -1.32  0.2230
H 1.56 -1.32 -0.41  0.2561

LUMO level in eV: 0.770
Relative energy (zero: lowest compared OMol25 entry of this formula, charge and spin) in eV: 1.539
2S+1: 1
HOMO level in Ha: -0.353
SMILES string: [H]/N=C/N.CO



Record 4
C28H49ClN7O4 | ωB97M-V/def2-TZVPD

Last column: Mulliken charge in e.
Element x y z (Å)
Cl -1.26 0.76 0.08  1.3309
O -2.03 0.75 -1.14  -0.7867
O 0.01 1.39 -0.21  -0.7933
O -1.97 1.54 1.06  -0.7371
O -1.03 -0.57 0.54  -0.3210
C 3.62 0.70 1.20  -1.1730
C 3.27 2.16 0.89  0.9812
C 3.47 3.17 2.01  -0.5889
C 2.58 3.05 3.17  0.2775
N 1.86 3.00 4.07  -0.5794
H 3.57 0.17 0.25  0.3199
H 2.86 0.25 1.84  0.0237
H 4.60 0.56 1.66  0.4341
H 2.27 2.19 0.45  -0.6708
H 3.87 2.51 0.04  0.5676
H 3.38 4.20 1.64  0.3691
H 4.51 3.15 2.34  0.4442
C 0.40 -2.27 5.04  -1.5688
C 0.47 -1.55 3.69  0.3551
C -0.19 -0.17 3.75  0.7579
C -1.65 -0.29 3.74  -0.0102
N -2.78 -0.47 3.68  -0.5553
H 0.89 -1.67 5.80  0.3327
H 1.02 -3.16 5.00  0.4421
H -0.62 -2.49 5.34  0.3194
H 0.01 -2.12 2.88  -0.2137
H 1.52 -1.44 3.43  0.1935
H 0.09 0.34 2.82  -0.7293
H 0.17 0.41 4.59  0.6067
C -0.18 4.53 1.99  -0.5731
C -1.17 4.98 0.93  0.0338
C -2.08 6.12 1.35  -0.6819
C -1.38 7.34 1.81  0.2072
N -0.89 8.29 2.21  -0.4890
H 0.11 3.51 1.72  -0.2334
H -0.60 4.37 2.99  0.3875
H 0.70 5.15 2.08  0.4012
H -1.82 4.14 0.67  0.2111
H -0.62 5.26 0.03  0.0072
H -2.64 5.81 2.24  0.3291
H -2.78 6.43 0.58  0.3932
C 1.93 3.45 -1.25  -0.1973
C 0.67 3.64 -2.11  -0.4710
C 0.20 2.40 -2.88  0.9479
C 1.18 1.88 -3.83  0.0043
N 1.94 1.46 -4.58  -0.6476
H 2.14 4.46 -0.89  0.3016
H 2.73 3.02 -1.85  0.5517
H 1.77 2.87 -0.34  -0.7465
H 0.89 4.39 -2.87  0.5185
H -0.20 3.96 -1.53  -0.1473
H -0.69 2.63 -3.47  0.5756
H -0.09 1.58 -2.21  -0.8940
C -2.84 -4.95 -0.37  -1.8580
C -2.62 -3.77 -1.32  1.6777
C -3.62 -2.63 -1.09  -0.2902
C -3.86 -2.21 0.30  -0.0854
N -4.02 -1.81 1.36  -0.5066
H -2.52 -5.89 -0.82  0.4831
H -3.88 -5.06 -0.09  0.3855
H -2.25 -4.79 0.54  0.3710
H -2.71 -4.04 -2.37  0.5198
H -1.62 -3.37 -1.17  -1.3246
H -4.59 -2.98 -1.46  0.5028
H -3.36 -1.78 -1.72  0.1172
C 0.70 -5.51 -0.79  -1.3512
C 0.94 -4.15 -1.48  0.1797
C 0.73 -2.99 -0.50  1.4293
C 1.61 -3.09 0.66  -0.0913
N 2.28 -3.14 1.59  -0.6732
H 1.20 -5.55 0.18  0.3542
H 1.00 -6.36 -1.41  0.4400
H -0.37 -5.65 -0.61  0.0612
H 0.36 -4.01 -2.39  -0.5081
H 1.98 -4.16 -1.80  0.6586
H -0.28 -2.97 -0.09  -0.2172
H 0.90 -2.04 -1.02  -0.3445
C 0.41 -3.00 -3.61  -1.4504
C 0.16 -1.54 -3.20  1.1192
C -0.96 -0.89 -4.04  0.0074
C -2.12 -1.75 -4.20  0.0538
N -3.06 -2.41 -4.30  -0.5871
H 1.37 -3.42 -3.30  0.5329
H 0.29 -3.21 -4.67  0.4279
H -0.36 -3.61 -3.14  0.3512
H 1.09 -0.98 -3.30  0.3590
H -0.14 -1.48 -2.15  -0.9818
H -0.61 -0.67 -5.06  0.4731
H -1.26 0.07 -3.63  -0.0519

LUMO level in eV: 2.480
Relative energy (zero: lowest compared OMol25 entry of this formula, charge and spin) in eV: 2.651
2S+1: 1
HOMO level in Ha: -0.277
Total charge: -1



Record 5
C10H19NSiZr | ωB97M-V/def2-TZVPD

Last column: Mulliken charge in e.
Element x y z (Å)
C 1.94 -1.17 -0.14  -0.4331
C 1.52 -1.32 -1.51  -0.5039
C 0.26 -2.04 -1.52  -0.7222
C -0.09 -2.33 -0.15  -0.4476
C 0.94 -1.79 0.70  -0.6171
Zr -0.13 0.21 -0.29  0.7500
N 0.27 0.81 1.51  -0.5286
C 1.02 2.03 0.32  -0.4848
C 0.80 1.95 -1.18  -0.8004
H -0.27 -2.38 -2.39  0.4843
H 2.08 -1.03 -2.39  0.4564
H -0.94 -2.91 0.17  0.5296
H 0.99 -1.90 1.77  0.4485
H 2.89 -0.77 0.19  0.4661
H 1.74 1.88 -1.73  0.2056
H 0.57 2.90 0.73  0.3898
H 0.48 1.08 2.47  0.2174
H 0.21 2.78 -1.55  0.2780
H 2.06 1.92 0.58  0.3222
C -3.33 1.89 0.36  -1.1130
Si -2.57 0.27 0.96  0.5892
C -2.58 0.27 2.84  -1.0502
C -3.64 -1.17 0.37  -1.0701
H -2.74 2.75 0.70  0.2880
H -4.35 1.97 0.76  0.3153
H -3.39 1.92 -0.74  0.3013
H -3.61 0.44 3.19  0.3385
H -2.23 -0.70 3.23  0.2729
H -1.93 1.06 3.23  0.2636
H -4.66 -1.03 0.75  0.3356
H -3.68 -1.21 -0.73  0.2555
H -3.25 -2.13 0.74  0.2633

LUMO level in eV: 0.373
Relative energy (zero: lowest compared OMol25 entry of this formula, charge and spin) in eV: 0.000
2S+1: 1
HOMO level in Ha: -0.248



Record 6
C7H12N3O | ωB97M-V/def2-TZVPD

Last column: Mulliken spin population.
Element x y z (Å)
C -3.12 0.01 0.22  0.0407
C -1.08 1.17 -0.35  0.0899
C 2.98 0.97 0.40  0.0623
C 2.28 0.17 1.43  0.0905
C 2.31 -0.32 -0.06  -0.0041
C 0.98 -0.28 -0.79  0.5099
C 0.63 -1.25 -1.63  1.0229
N -1.90 -0.08 -0.24  0.0077
N 0.18 0.87 -0.39  0.0057
N -3.98 -0.95 0.47  0.0187
O -1.64 2.22 -0.24  0.1225
H 2.69 1.89 0.10  0.0001
H 4.02 0.89 0.32  0.0004
H 2.99 -0.24 2.17  0.0063
H 1.43 0.65 1.79  0.0016
H 2.71 -1.27 -0.36  -0.0049
H -3.34 1.00 0.28  0.0098
H 1.39 -2.09 -1.69  0.0070
H -0.29 -1.12 -2.18  0.0103
H -1.59 -1.02 -0.52  0.0036
H 0.94 1.49 -0.21  0.0003
H -4.82 -0.78 0.97  -0.0006
H -3.76 -1.94 0.50  -0.0006

LUMO level (alpha / beta) in eV: -3.475 / -6.246
⟨S²⟩: 2.012
Relative energy (zero: lowest compared OMol25 entry of this formula, charge and spin) in eV: 0.819
2S+1: 3
HOMO level (alpha / beta) in Ha: -0.321 / -0.522
Total charge: +1